1.
Density functional theory data (ωB97M-V/def2-TZVPD) for C4H7NO in the gas phase in a non-equilibrium geometry.

- structure (SMILES) = C[C@@H]1N=CCO1
- orbital gap (eV) = 10.66
- charge = 0

Geometry as XYZ:
```
13
Properties=species:S:1:pos:R:3:forces:R:3
C -1.234855 -1.002617 0.415428 4.2556 3.2206 -2.9872
C 0.176110 -1.559104 0.338181 0.5562 -0.9125 0.2543
C 0.076922 0.468263 -0.729823 -2.0415 0.4517 0.8852
C 0.518351 1.770780 -0.022317 -0.9505 -1.0183 0.5358
N -1.334453 0.084958 -0.273236 0.9196 -0.7573 0.7047
O 0.920985 -0.567008 -0.357393 0.4142 -1.1243 0.9665
H -1.945012 -1.383415 1.005447 -3.0039 -1.5024 1.7892
H 0.691367 -1.978664 1.255353 -0.6244 1.2166 -0.4805
H 0.186832 -2.429985 -0.298115 -0.3483 -0.6565 -0.4373
H 0.110618 0.554641 -1.803008 -0.2367 0.1304 -0.5185
H 0.525037 2.604931 -0.713583 0.2671 0.1969 0.0955
H 1.497848 1.451921 0.354905 -0.0625 0.9007 0.0052
H -0.189750 1.985299 0.828160 0.8551 -0.1456 -0.8129
```
Positions in Å, forces in eV/Å.


2.
Density functional theory data (ωB97M-V/def2-TZVPD) for a gas-phase ion, C14H22N5O5 (charge +1) in a non-equilibrium geometry.

- structure (SMILES) = CNC(=O)[C@@H](Cc1c[nH]c[nH+]1)NC(=O)[C@@H](CCC(=O)O)NC(C)=O
- orbital gap (eV) = 10.27
- charge = +1

Geometry as XYZ:
```
46
Properties=species:S:1:pos:R:3:forces:R:3
O -1.047570 1.229067 -1.406372 0.8909 -0.1375 0.3061
O -0.877538 4.460530 -0.410803 1.5672 0.3792 2.2896
O -1.948676 -2.783203 1.155195 0.5912 -0.2013 -0.1772
O 1.937747 -0.153325 0.709980 1.9334 0.1343 -0.1183
O -0.455484 5.974086 1.182327 0.9775 -0.4573 0.9933
C -1.664719 1.646848 -0.426454 -0.3949 -0.2199 -1.1505
C -0.270954 4.785020 0.624280 -0.7826 -1.2563 -1.7064
C -0.822584 -3.226028 0.940588 -1.1733 1.0965 -0.0924
C 0.751571 0.024085 0.783575 0.0899 0.8362 -0.0415
C 2.569510 -1.882074 -2.228975 -0.9031 1.1007 0.3412
C 1.226282 -1.661699 -1.979323 1.5026 -0.1972 -0.4348
C 2.100549 0.236581 -2.740293 -0.3995 -1.7251 0.4917
N 3.096619 -0.682475 -2.690782 -1.2543 0.3785 0.3675
N -0.415473 -4.443712 1.296908 1.0050 -0.8678 0.2950
N -0.103929 -0.934737 0.483856 -1.9964 -1.2600 0.3263
N -1.198643 1.674281 0.826881 1.3721 -0.9683 -0.2038
N 0.956987 -0.375296 -2.356414 1.6874 0.4024 -0.3034
C -3.071144 2.073913 -0.646516 -0.5009 -0.2200 -0.5325
C -1.251716 -5.468148 1.944824 -0.7927 0.4779 -0.6107
C 0.749629 3.925501 1.414914 -0.3449 -0.5380 -0.7334
C 0.279307 -2.566171 -1.303452 -2.1969 1.1734 0.1458
C 1.120713 2.560791 0.779116 0.3643 0.2895 0.2801
C 0.222265 -2.324394 0.224202 0.3750 -0.1400 0.1881
C 0.199020 1.390450 1.212305 -0.3537 1.1003 -0.2693
H -1.052408 6.467320 0.638604 -0.8331 0.6208 -0.7262
H 3.193991 -2.709740 -1.967707 0.0987 -0.2452 -0.1561
H 2.172373 1.269627 -2.990527 0.1530 0.3252 -0.2599
H 4.086604 -0.502235 -2.832705 -0.4253 0.0531 -0.1041
H 0.553652 -4.666078 1.104474 -0.2897 -0.0931 0.1127
H -1.054722 -0.811460 0.793366 -0.4483 -0.0359 -0.1709
H -1.827737 1.982463 1.520143 -0.5335 0.3679 0.7696
H 0.060707 0.098893 -2.221365 -0.1787 0.4331 0.2984
H -3.313305 2.971280 -0.102482 -0.2413 0.2399 0.3133
H -3.155166 2.275648 -1.726129 -0.1512 -0.1051 0.5394
H -3.744801 1.239527 -0.375477 0.1808 0.4669 -0.0793
H -2.072133 -4.975363 2.458749 0.2300 0.2094 0.3341
H -0.728254 -6.150875 2.616281 0.2788 0.4478 -0.1948
H -1.767202 -6.037684 1.177479 0.1658 -0.3528 -0.1735
H 0.399290 3.725309 2.420687 -0.4873 0.2894 0.2841
H 1.661242 4.494475 1.583221 -0.0514 0.3101 -0.2648
H 0.590578 -3.536405 -1.520977 0.4103 -1.8463 -0.2049
H -0.778054 -2.463513 -1.702939 1.2017 0.0238 0.3062
H 1.149940 2.672093 -0.294791 -0.2753 -0.1324 -0.4300
H 2.159719 2.351337 1.065077 -0.3802 -0.2483 0.0943
H 1.185642 -2.574546 0.665027 0.2972 0.2997 -0.0599
H 0.198264 1.400034 2.302404 0.0157 -0.2084 0.1219
```
Positions in Å, forces in eV/Å.


3.
Density functional theory data (ωB97M-V/def2-TZVPD) for 2 unconnected molecules or ions with the total composition C2H5N3O2 in a non-equilibrium geometry.

- structure (SMILES) = C#[N+][O-].NNC=O
- orbital gap (eV) = 10.53
- charge = 0

Geometry as XYZ:
```
12
Properties=species:S:1:pos:R:3:forces:R:3
C -1.023742 0.400635 -0.408485 -2.2441 1.1855 0.2070
C 0.913447 1.446964 2.008941 -1.1965 1.2901 2.6436
N -0.084178 -1.508842 -1.397966 2.1772 -0.4184 -0.5491
N -0.893738 -0.965418 -0.442958 -0.3392 0.2803 0.9816
N 1.251075 0.746576 1.185925 1.6631 -0.4233 -1.0892
O -1.740068 1.073804 0.326652 1.2675 -1.2471 -0.2173
O 1.777780 0.146547 0.289176 -0.1654 -0.6878 -0.7199
H -0.559121 0.860838 -1.266775 0.5336 0.3127 -0.6568
H 0.624174 1.837310 2.972759 -0.0341 -0.0879 -0.6679
H -0.467002 -1.565291 -2.316657 -0.4489 0.2112 -0.3122
H 0.842323 -1.068172 -1.371517 -0.4205 -0.3055 -0.3342
H -0.640950 -1.404952 0.420904 -0.7927 -0.1099 0.7143
```
Positions in Å, forces in eV/Å.


4.
Density functional theory data (ωB97M-V/def2-TZVPD) for 5 unconnected molecules or ions with the total composition C19H52N4O6 in a non-equilibrium geometry.

- structure (SMILES) = COC[C@H](C)N.COC[C@H](C)N.COC[C@H](C)N.COCCNCCOC.CO
- orbital gap (eV) = 9.85
- charge = 0

Geometry as XYZ:
```
81
Properties=species:S:1:pos:R:3:forces:R:3
C 5.530700 -2.786057 -1.926835 -0.4583 -0.0791 -1.2499
O 5.561940 -2.147457 -0.725035 0.0447 1.1113 1.8761
C 5.587100 -0.718177 -0.734935 1.0555 -0.3665 1.3102
C 4.224740 -0.121807 -0.937425 -0.8814 -0.1664 0.2372
N 4.153160 1.321623 -1.127365 -0.6008 -0.3256 -0.0040
C 2.718040 1.751373 -1.235865 1.1088 -0.0652 -1.3834
C 1.995630 1.155563 -2.486045 -0.5213 1.5651 1.3636
O 0.831340 2.003393 -2.664255 1.5007 -0.6362 0.6266
C 0.203310 1.720083 -3.857315 -1.0940 -0.2814 -0.7390
H 5.492760 -3.860057 -1.744705 0.2611 0.0552 -0.0815
H 6.383200 -2.483457 -2.534925 0.2630 -0.3177 -0.2839
H 4.624110 -2.515947 -2.468355 -0.1977 -0.1202 -0.4122
H 6.387070 -0.318907 -1.358405 -0.2128 -0.0715 -0.9402
H 6.001200 -0.477797 0.244265 -0.3914 0.1350 0.2904
H 3.581150 -0.295947 -0.075125 0.1383 -0.5911 0.1388
H 3.796130 -0.658277 -1.783945 -0.3393 -0.1546 -0.1723
H 4.597360 1.431423 -2.027775 0.0001 0.8608 -0.2669
H 2.727680 2.826243 -1.416635 -0.0043 0.0613 0.0850
H 2.163770 1.599323 -0.309705 0.2592 -0.3407 -0.0338
H 1.721510 0.107303 -2.367255 -0.2054 -0.0807 -0.0641
H 2.652070 1.278063 -3.347545 0.1194 -0.1226 -0.2044
H 0.862530 1.734573 -4.725255 0.3056 0.2376 -0.0915
H -0.603910 2.438393 -4.000595 0.1101 0.0279 -0.0683
H -0.254600 0.731073 -3.840815 -0.1716 -0.2926 0.0295
C -0.537230 0.355003 -0.217085 -0.2800 2.2417 1.5695
O -1.405070 0.280063 0.926065 -0.6913 -2.4718 -0.5102
H 0.430690 0.584103 0.228735 0.5301 -0.2898 -0.6264
H -0.477330 -0.497837 -0.893235 -0.5140 -0.1386 0.4937
H -0.888370 1.265313 -0.703025 0.4538 -0.2392 -0.9467
H -1.447440 1.125083 1.379665 0.2383 0.6138 -0.1899
C -1.663090 1.931363 4.856185 -0.8727 0.3130 0.8647
C -0.563270 1.269373 4.102095 -0.4368 -0.4155 -1.6973
C 0.057810 2.122103 3.020605 -1.1071 1.0348 -0.0665
O -0.970370 2.650623 2.156075 0.5572 -0.0171 0.1489
C -0.432120 3.681643 1.341205 -0.9314 0.2814 -0.1868
N 0.425940 0.861273 5.031315 0.7869 -0.1883 1.1859
H -1.246410 2.607673 5.602565 0.0551 0.5825 -0.3736
H -2.187690 1.227293 5.502085 -0.0329 -0.4780 -0.1511
H -2.439190 2.379253 4.235565 0.2840 0.2162 -0.0268
H -0.953560 0.388053 3.593145 -0.4187 -0.1264 -0.3430
H 0.718580 1.545743 2.373065 0.5580 0.0275 0.3362
H 0.478370 3.016943 3.479405 0.8171 -0.2243 0.1139
H -0.222620 4.597983 1.893045 0.0529 -0.0359 0.4519
H -1.242300 3.929013 0.655265 0.2764 -0.0157 -0.3240
H 0.484370 3.417023 0.813835 -0.0448 -0.3756 -0.1407
H -0.074120 0.200973 5.609275 0.5587 -0.2677 0.5078
H 1.212190 0.387913 4.609605 -0.0225 -0.1989 -0.1613
C -3.083990 3.330773 -2.140265 1.7935 -0.7031 -0.7506
C -4.332070 2.798433 -2.796795 0.0503 -1.6051 1.8550
C -4.529470 1.258423 -2.560555 0.0700 0.5622 -0.7427
O -3.392570 0.572783 -3.052885 0.3616 0.3523 0.3693
C -3.333760 -0.827777 -2.813445 -0.0936 0.9221 -0.2300
N -5.455620 3.465053 -2.168555 -1.2294 0.5716 -1.1419
H -2.856270 2.924953 -1.154595 -0.6486 0.1528 0.3517
H -3.050310 4.420243 -2.146575 -0.1332 -0.0006 0.1473
H -2.209610 2.987593 -2.693245 0.1876 0.1339 -0.2351
H -4.272650 2.943053 -3.875515 -0.4124 0.3234 0.0258
H -5.431580 0.915843 -3.067445 -0.1719 0.1272 -0.4844
H -4.774480 1.052513 -1.518595 0.6235 0.0228 0.5280
H -3.964850 -1.318877 -3.554145 -0.2138 -0.4031 0.2551
H -3.612210 -1.031587 -1.779505 -0.1593 -0.3105 0.0012
H -2.301150 -1.136777 -2.975755 -0.0202 0.0193 0.0174
H -5.327730 4.449923 -2.352355 -0.3623 0.2235 0.0646
H -5.510490 3.380673 -1.163575 0.4073 -0.3775 0.0655
C 0.288100 -3.417127 0.348275 -0.0809 -0.0807 -0.6356
C -0.133030 -3.586837 1.799075 0.1015 1.7726 -1.2339
C 0.784310 -4.528237 2.594965 -1.4267 0.1495 -0.5765
O 0.800240 -5.856887 2.012405 -0.0442 0.3294 0.7068
C -0.436770 -6.576527 1.927585 0.2082 0.1380 -0.3083
N -0.218010 -2.184227 2.389735 0.8811 -2.1270 0.4559
H 1.234010 -2.900647 0.185195 0.1236 -0.0402 0.2656
H -0.486130 -2.850587 -0.169115 -0.0541 0.3051 0.0318
H 0.298910 -4.362047 -0.194975 0.2697 -0.2146 0.2067
H -1.129730 -4.005217 1.658895 -0.2227 -0.3564 0.7827
H 0.395040 -4.489787 3.612365 -0.0210 -0.6462 0.3899
H 1.792810 -4.118437 2.650605 0.1086 -0.3818 -0.3906
H -1.042830 -6.595157 2.833375 0.0730 0.5174 0.2376
H -0.261050 -7.629557 1.707685 0.7082 0.0549 0.0754
H -1.032680 -6.245617 1.077005 -0.2063 0.3833 0.0881
H -0.850230 -1.562397 1.906285 -0.2089 -0.0360 -0.3421
H -0.559910 -2.316477 3.330855 -0.1624 0.3511 0.2604
```
Positions in Å, forces in eV/Å.


5.
Density functional theory data (ωB97M-V/def2-TZVPD) for a molecular structure, C26H16N5O3Pt.

- orbital gap (spin up / spin down) (eV) = 6.84 / 6.84
- charge = -1

Geometry as XYZ:
```
51
Properties=species:S:1:pos:R:3:forces:R:3
Pt -0.689608 0.650778 0.325129 -0.2439 0.0341 0.5216
O 3.392833 0.490940 0.077141 0.1362 -0.0634 0.0431
C 2.210457 0.221690 -0.057788 -0.1841 0.1191 0.0990
O 1.285728 0.592869 0.764897 0.3959 -0.1949 -0.0655
C 1.819272 -0.630930 -1.267550 0.0083 0.0261 0.0687
C 2.838860 -1.120123 -2.129538 -0.0944 0.0996 0.0932
C 2.474376 -1.899916 -3.180454 -0.0193 -0.0578 -0.0633
C 1.105420 -2.215631 -3.390135 0.1362 -0.0828 -0.1581
C 0.644413 -3.017147 -4.463032 0.0673 0.0362 0.0612
C -0.686904 -3.283008 -4.601685 -0.1175 0.0386 0.0835
C -1.620476 -2.768513 -3.668429 0.0427 -0.0605 -0.1005
C -1.202374 -1.993389 -2.626380 0.0420 0.0056 0.0298
C 0.173348 -1.695059 -2.476767 0.0513 0.1859 0.1424
N 0.562450 -0.904011 -1.437830 -0.1566 -0.2459 -0.3111
H 3.863035 -0.850175 -1.919259 -0.0010 0.0008 0.0080
H 3.216693 -2.291457 -3.867514 -0.0090 0.0003 -0.0091
H 1.365434 -3.410629 -5.170532 -0.0020 0.0002 -0.0044
H -1.035337 -3.890336 -5.427233 -0.0126 -0.0020 0.0008
H -2.673888 -2.988171 -3.784741 -0.0006 -0.0132 -0.0166
H -1.895420 -1.597138 -1.893563 0.0206 0.0208 -0.0023
O -0.750087 2.219587 -1.102849 -0.2205 0.1033 -0.1698
N -1.950507 1.718053 -0.993454 0.4186 -0.3277 -0.1667
C -2.560923 1.362568 -2.098037 -0.3616 0.1557 -0.1990
C -3.844236 0.734199 -1.967708 0.2927 0.1222 -0.1456
N -4.866640 0.213884 -1.885992 -0.0492 -0.0227 -0.0074
C -1.976614 1.570790 -3.394928 -0.1683 -0.0865 0.3069
N -1.521457 1.712537 -4.440853 0.0031 0.0225 -0.0663
N -1.396914 -0.607427 1.591572 -0.0751 0.3675 0.1344
C -0.938238 -1.492957 2.361701 0.0066 -0.0915 -0.0192
C -1.847619 -2.052119 3.422837 0.2034 -0.0671 -0.1654
C -1.615806 -3.305760 3.979489 -0.0099 -0.0549 0.0688
C -2.476776 -3.823549 4.940051 0.0273 0.0289 -0.0356
C -3.573268 -3.085996 5.359290 -0.0007 0.0234 -0.0039
C -3.806164 -1.828713 4.811046 0.0358 -0.0278 -0.0083
C -2.949221 -1.315822 3.851062 -0.0961 -0.0043 0.0169
C 0.450561 -2.049790 2.266078 -0.0642 0.0048 0.0055
C 1.363114 -1.917830 3.306185 0.0638 0.0273 0.0211
C 2.659034 -2.394428 3.166831 -0.0732 -0.0125 -0.0175
C 3.043770 -3.031333 1.994385 -0.0044 0.0104 -0.0124
C 2.127066 -3.193572 0.964775 0.0104 0.0099 0.0393
C 0.836366 -2.704711 1.103364 -0.0022 -0.0525 0.0063
H -0.757632 -3.881116 3.653962 -0.0133 -0.0034 0.0087
H -2.289365 -4.805156 5.357910 0.0019 0.0011 0.0031
H -4.242126 -3.485521 6.111670 -0.0086 0.0026 -0.0029
H -4.660091 -1.247197 5.135830 -0.0021 0.0065 0.0031
H -3.121453 -0.345438 3.404817 0.0091 0.0050 0.0031
H 1.062266 -1.418674 4.219922 0.0022 0.0133 -0.0101
H 3.371518 -2.260405 3.970909 0.0086 0.0058 -0.0009
H 4.058300 -3.391594 1.879767 0.0046 -0.0010 0.0035
H 2.420074 -3.684923 0.044667 0.0042 -0.0074 0.0005
H 0.119045 -2.810817 0.300523 -0.0025 0.0025 -0.0107
```
Positions in Å, forces in eV/Å.


6.
Density functional theory data (ωB97M-V/def2-TZVPD) for 2 unconnected molecules or ions with the total composition C2H4Cl2OS in a non-equilibrium geometry.

- structure (SMILES) = C=CCl.OSCl
- orbital gap (eV) = 9.16
- charge = 0

Geometry as XYZ:
```
10
Properties=species:S:1:pos:R:3:forces:R:3
C -1.466316 1.470806 0.363826 1.4850 -0.2717 1.6579
C -0.268882 1.373625 -0.243782 -2.7364 0.5283 1.3360
O 1.285528 -2.228798 -1.008097 -1.8976 0.7808 0.0464
S 2.023969 -1.426428 0.181171 0.1531 -0.7577 1.0120
Cl -0.073211 0.905164 -1.831777 0.2466 -0.2687 -1.7789
Cl 1.420975 -2.714417 1.712838 0.4400 0.6305 -0.1797
H 0.326278 -1.965611 -0.857898 1.3289 -0.6449 -0.8988
H -1.403865 1.534618 1.493712 -0.2505 0.4802 -1.5010
H -2.456229 1.381967 -0.058856 0.2012 -0.3256 -0.3218
H 0.611755 1.669074 0.248862 1.0295 -0.1512 0.6280
```
Positions in Å, forces in eV/Å.


Question: Which value of charge does entry 6 give?
Answer: 0